# 1
Molecular formula: C10H8CoN3O6
Method: DFT, wB97M-V/def2-TZVPD

Values from the calculation:
2S+1: 4
Lowest unoccupied orbital energy (spin up / spin down) in eV: -3.6736 / -6.1438
⟨S²⟩: 3.791
Kohn-Sham gap (spin up / spin down) in eV: 8.0 / 6.8
Highest occupied orbital energy (spin up / spin down) in eV: -11.6411 / -12.9726
Total charge: +1

Element x y z (Å)
O 2.977 2.584 -0.267
C 3.584 1.976 0.483
Co 0.606 -1.803 -0.882
O 0.096 -1.050 -3.536
C 0.828 -1.115 -2.580
C -0.618 -2.975 -1.438
O -1.343 -3.768 -1.864
C 0.115 -2.720 1.236
O -0.154 -2.921 2.322
C 1.883 -2.947 -1.229
O 2.736 -3.702 -1.477
H 1.831 -0.598 -2.547
C 0.573 2.128 2.661
N -0.161 1.542 1.538
C -1.352 2.081 1.169
C -2.060 1.537 0.140
C -1.528 0.407 -0.524
N -0.361 -0.125 -0.151
C 0.366 0.430 0.894
O 1.483 -0.028 1.219
N -2.232 -0.225 -1.506
H 1.531 1.623 2.777
H -0.018 2.027 3.578
H 0.716 3.205 2.508
H -1.681 2.948 1.739
H -3.010 1.933 -0.199
H -3.093 0.226 -1.796
H -1.717 -0.670 -2.269

---

# 2
Molecular formula: C4H5NO
Method: DFT, wB97M-V/def2-TZVPD

Values from the calculation:
2S+1: 1
Lowest unoccupied orbital energy in eV: -0.1137
Kohn-Sham gap in eV: 9.7
Highest occupied orbital energy in eV: -9.7966

Element x y z (Å)
C 1.238 -0.773 0.245
C 0.633 0.170 -0.783
C -0.740 0.683 -0.629
O -1.234 0.191 0.540
C -2.395 0.761 0.785
N -3.397 1.253 1.087
H 1.265 -0.322 1.242
H 2.260 -1.024 -0.045
H 0.663 -1.700 0.313
H 0.638 -0.239 -1.803
H 1.214 1.101 -0.887

---

# 3
Molecular formula: C2H6AgF2N2O4S2
Method: DFT, wB97M-V/def2-TZVPD

Values from the calculation:
2S+1: 1
Lowest unoccupied orbital energy in eV: -6.0229
Kohn-Sham gap in eV: 7.0
Highest occupied orbital energy in eV: -13.0224
Total charge: +1

Element x y z (Å)
N -1.168 0.974 1.815
C -1.288 1.548 0.471
C -0.111 1.053 -0.414
N 0.425 -0.239 0.138
S -0.167 -1.552 -0.635
O 0.242 -2.799 -0.116
O -1.564 -1.369 -0.722
F 0.304 -1.445 -2.223
S 2.129 -0.260 0.272
O 2.687 0.674 -0.616
O 2.567 -1.596 0.231
F 2.231 0.264 1.682
H -1.603 0.059 1.810
H -1.780 1.515 2.415
H -2.207 1.220 -0.011
H -1.284 2.628 0.522
H 0.652 1.816 -0.368
H -0.422 0.932 -1.442
Ag 0.356 -3.424 -2.811

---

# 4
Molecular formula: C4H7NO2
Method: DFT, wB97M-V/def2-TZVPD

Values from the calculation:
2S+1: 2
Lowest unoccupied orbital energy (spin up / spin down) in eV: -8.1223 / -8.1966
⟨S²⟩: 0.767
Kohn-Sham gap (spin up / spin down) in eV: 6.6 / 6.2
Highest occupied orbital energy (spin up / spin down) in eV: -14.7627 / -14.3837
Total charge: +1

Element x y z (Å)
O 0.948 -0.038 1.770
C 0.686 -1.235 1.959
N 0.693 -2.178 1.029
C 0.172 1.414 -0.418
C -0.213 0.019 -0.834
C -0.847 1.364 -1.656
O -0.456 1.720 -2.744
H 0.368 -1.531 2.977
H 0.168 -2.997 1.335
H -0.327 1.723 0.496
H 1.247 1.454 -0.513
H 0.531 -0.491 -1.440
H -1.076 -0.605 -0.631
H -1.894 1.381 -1.330

---

# 5
Molecular formula: C6H5NO
Method: DFT, wB97M-V/def2-TZVPD

Values from the calculation:
2S+1: 1
Structure (SMILES): C1=Cc2ncoc2C1
Lowest unoccupied orbital energy in eV: 0.7987
Kohn-Sham gap in eV: 8.9
Highest occupied orbital energy in eV: -8.1120

Element x y z (Å)
C 1.133 -0.582 1.193
C -0.140 -0.358 1.598
C -0.868 0.046 0.415
N -2.222 -0.018 -0.202
C -1.888 0.250 -1.465
O -0.515 0.365 -1.743
C 0.060 0.211 -0.605
C 1.500 0.095 -0.209
H 2.109 -0.841 1.788
H -0.667 -0.538 2.524
H -2.664 0.699 -2.087
H 2.061 1.129 -0.162
H 2.099 -0.456 -1.045

---

# 6
Molecular formula: C23H47BBr2FN4O18S
Method: DFT, wB97M-V/def2-TZVPD

Values from the calculation:
2S+1: 1
Lowest unoccupied orbital energy in eV: -4.3981
Kohn-Sham gap in eV: 7.6
Highest occupied orbital energy in eV: -12.0157
Total charge: +1

Element x y z (Å)
C -5.932 -3.759 -0.963
C -4.619 -3.339 -0.268
N -4.227 -1.968 -0.643
C -3.011 -1.555 -0.207
N -2.000 -2.320 0.055
C -0.742 -1.810 0.540
Br -0.679 -1.285 2.371
C 0.281 -1.773 -0.303
C 0.139 -2.197 -1.745
Br 1.956 -1.162 0.335
N -2.771 -0.157 -0.027
B -3.514 0.371 1.176
O -4.116 -0.542 2.031
N -3.567 1.771 1.423
C -4.113 2.065 2.777
C -2.204 2.401 1.343
S -2.982 0.661 -1.477
O -3.051 -0.256 -2.568
O -1.894 1.553 -1.597
F -4.275 1.494 -1.415
H -5.829 -4.806 -1.258
H -6.089 -3.212 -1.896
H -6.790 -3.709 -0.297
H -3.870 -4.080 -0.593
H -4.716 -3.469 0.811
H -4.345 -1.844 -1.649
H -2.087 -3.324 -0.076
H -0.186 -3.237 -1.838
H -0.636 -1.577 -2.208
H 1.073 -2.068 -2.286
H -3.540 -0.673 2.798
H -4.136 3.154 2.870
H -3.440 1.707 3.565
H -5.134 1.713 2.901
H -2.137 3.026 0.451
H -2.039 3.072 2.186
H -1.387 1.674 1.360
C -6.264 4.892 8.247
O -5.999 3.939 7.212
C -6.877 2.939 7.153
O -7.828 2.787 7.870
O -6.516 2.129 6.151
C -7.379 1.004 5.974
H -5.484 5.646 8.186
H -7.231 5.366 8.093
H -6.226 4.416 9.225
H -8.390 1.328 5.734
H -7.384 0.378 6.865
H -6.981 0.431 5.139
C -1.669 3.466 -8.018
O -2.802 3.137 -7.205
C -2.582 3.217 -5.897
O -1.548 3.529 -5.366
O -3.713 2.887 -5.264
C -3.615 2.936 -3.842
H -1.981 3.362 -9.053
H -1.356 4.494 -7.845
H -0.844 2.783 -7.828
H -3.382 3.946 -3.505
H -2.867 2.236 -3.483
H -4.587 2.658 -3.451
C 2.653 5.640 -10.391
O 2.863 4.632 -11.382
C 1.939 3.674 -11.395
O 0.985 3.603 -10.663
O 2.252 2.809 -12.358
C 1.339 1.718 -12.490
H 3.469 6.351 -10.489
H 1.709 6.156 -10.561
H 2.675 5.208 -9.392
H 0.343 2.079 -12.743
H 1.308 1.130 -11.575
H 1.709 1.097 -13.301
C 6.700 -5.176 4.065
O 6.137 -3.858 4.089
C 4.900 -3.782 3.616
O 4.241 -4.693 3.187
O 4.501 -2.506 3.696
C 3.178 -2.290 3.217
H 7.705 -5.101 4.474
H 6.116 -5.854 4.684
H 6.760 -5.550 3.045
H 2.457 -2.858 3.806
H 3.100 -2.557 2.166
H 2.963 -1.229 3.330
C 13.300 -4.981 6.503
O 12.752 -3.661 6.532
C 11.511 -3.572 6.061
O 10.849 -4.482 5.632
O 11.124 -2.298 6.144
C 9.800 -2.065 5.667
H 14.304 -4.912 6.911
H 12.710 -5.656 7.120
H 13.354 -5.352 5.481
H 9.075 -2.628 6.252
H 9.721 -2.324 4.612
H 9.596 -1.004 5.783

---

| no. | energy (Eh) |
| --- | --- |
| 1 | -2384.03666 |
| 2 | -285.26699 |
| 3 | -1632.98627 |
| 4 | -361.32384 |
| 5 | -361.52114 |
| 6 | -8148.68143 |